(1)
The following is a DFT calculation (wB97M-V/def2-TZVPD) of 2 unconnected molecules or ions with the total composition C6H12O.

E_LUMO: -2.5 eV
Charge: 0
Orbital gap: 4.83 eV
HOMO energy: -7.299 eV

Last column: Löwdin charge in e.
CARTESIAN COORDINATES (ANGSTROEM)
C1 -1.58809 -0.25947 0.31601  -0.4867
O1 -2.74695 0.30914 0.10524  -0.1574
C2 -0.85523 -0.16693 -1.04296  -0.1134
C3 0.45234 -1.04701 -0.90841  -0.1981
C4 1.29931 -0.69497 0.17020  -0.0436
C5 2.30208 0.32018 0.08377  -0.1652
C6 2.77149 0.99401 1.14546  0.0712
H1 -0.90808 0.37047 0.96825  0.1255
H2 -1.61628 -1.32031 0.63684  0.1133
H3 -5.53938 2.36406 0.13142  0.0114
H4 -1.56109 -0.55766 -1.78465  0.1189
H5 -0.54611 0.83968 -1.25849  0.1095
H6 0.18676 -2.09679 -0.90512  0.1201
H7 1.02823 -0.85003 -1.81463  0.1221
H8 1.12264 -0.99963 1.19613  0.1192
H9 2.76461 0.48083 -0.87793  0.1081
H10 3.56510 1.72510 1.03934  0.0690
H11 -4.96165 1.97382 0.38503  0.0013
H12 2.38408 0.76399 2.13146  0.0747

Force components x, y, z for each atom (eV/Å):
-0.28 0.75 -0.79
-0.09 -0.04 0.23
-0.72 -0.49 0.57
1.08 -1.00 -0.85
-0.46 1.56 1.26
0.45 -0.23 -0.18
0.07 -0.42 0.00
0.39 -0.39 0.35
0.20 0.03 0.26
-0.05 0.04 0.01
0.53 0.04 -0.27
-0.13 0.48 -0.13
-0.44 -0.18 0.19
-0.11 0.01 -0.33
-0.19 -0.64 -0.11
-0.19 0.31 -0.34
-0.18 -0.01 0.10
0.07 -0.06 -0.03
0.04 0.23 0.05


(2)
The following is a DFT calculation (wB97M-V/def2-TZVPD) of a single C6H12O molecule.

E_LUMO: 0.9 eV
Charge: 0
Orbital gap: 10.17 eV
HOMO energy: -9.230 eV

Last column: Löwdin charge in e.
CARTESIAN COORDINATES (ANGSTROEM)
C1 -2.16497 0.37707 1.24257  0.0281
C2 -1.04712 -0.31907 1.13801  -0.3785
C3 -0.39173 -1.06560 2.23730  -0.0827
C4 -0.41704 -0.52270 -0.25133  -0.1687
C5 1.09176 -0.14746 -0.30573  -0.1637
C6 1.21729 1.05759 -1.28700  -0.2744
O1 1.45385 0.59361 -2.59563  -0.0651
H1 -2.72690 0.86437 0.46086  0.0570
H2 -2.70265 0.30807 2.19183  0.0632
H3 0.37592 -1.80999 2.00516  0.0821
H4 0.10336 -0.38235 2.93841  0.0860
H5 -1.06417 -1.58862 2.91822  0.0780
H6 -0.52442 -1.59900 -0.43924  0.1166
H7 -1.02184 0.03041 -0.96404  0.0987
H8 1.61927 0.07907 0.62013  0.1044
H9 1.64281 -1.01790 -0.67482  0.1072
H10 2.14250 1.61335 -1.07531  0.1130
H11 0.39431 1.75732 -1.10184  0.1172
H12 0.69023 0.35394 -3.11788  0.0814

Force components x, y, z for each atom (eV/Å):
-0.88 -0.48 1.41
0.30 -0.38 -2.23
0.50 -0.10 1.89
0.36 -0.39 1.96
-0.53 0.41 -1.17
1.57 -0.78 1.08
0.11 0.33 -0.72
0.41 0.04 -0.36
0.15 0.40 -0.06
-0.18 0.24 -0.67
0.13 0.16 -0.25
-0.50 -0.01 -0.29
-0.07 0.18 -0.21
0.16 0.01 -0.29
-0.70 0.20 0.44
0.10 0.36 -0.41
-0.26 -0.06 0.14
-0.15 -0.16 -0.57
-0.52 0.03 0.30


(3)
The following is a DFT calculation (wB97M-V/def2-TZVPD) of 2 unconnected molecules or ions with the total composition C6H12O.

E_LUMO: 0.9 eV
Charge: 0
Orbital gap: 10.38 eV
HOMO energy: -9.492 eV

Last column: Löwdin charge in e.
CARTESIAN COORDINATES (ANGSTROEM)
C1 1.00019 1.65886 0.86214  0.0038
C2 0.31513 0.50838 0.82441  -0.1583
C3 -0.40165 0.00820 -0.37637  -0.3448
C4 0.19980 -0.50353 -1.44330  0.0699
C5 -1.89842 0.25969 -0.37627  -0.2149
C6 -2.62836 -0.71156 0.59186  -0.0843
H1 1.79297 1.84617 1.58140  0.0548
H2 0.58705 2.60378 0.52180  0.0670
H3 0.39389 -0.14551 1.69615  0.1078
H4 1.25013 -0.72850 -1.53032  0.0422
H5 -0.40059 -0.64369 -2.33750  0.0673
H6 -2.30618 0.25046 -1.38641  0.1024
H7 -2.07031 1.27296 -0.00080  0.1039
H8 -3.10468 -1.49340 0.00409  0.0673
H9 -1.90172 -1.16991 1.25962  0.0647
H10 -3.41444 -0.19640 1.13918  0.0655
O1 3.03391 -0.86961 -0.21611  -0.0662
H11 2.79035 0.03557 -0.02038  0.0069
H12 2.66114 -1.52862 0.37516  0.0449

Force components x, y, z for each atom (eV/Å):
-0.69 0.66 1.20
1.12 -0.60 0.00
-1.30 1.03 -0.15
-0.13 0.21 -0.33
0.01 0.22 0.68
0.04 0.23 -0.88
-0.41 -0.25 0.59
0.50 -0.27 -1.56
0.55 -0.38 -0.42
0.08 0.12 0.19
-0.04 -0.34 0.12
0.00 -0.28 0.00
0.11 0.06 -0.08
0.05 -0.23 0.13
-0.22 -0.01 0.22
0.07 -0.07 0.21
1.01 -0.55 -0.78
-0.49 -0.20 0.60
-0.25 0.67 0.26


(4)
The following is a DFT calculation (wB97M-V/def2-TZVPD) of a single C6H12O molecule.

E_LUMO: 1.0 eV
Charge: 0
Orbital gap: 10.70 eV
HOMO energy: -9.710 eV

Last column: Löwdin charge in e.
CARTESIAN COORDINATES (ANGSTROEM)
C1 -0.91832 1.09400 1.16576  -0.0664
C2 -0.29931 0.65471 -0.16639  -0.4056
C3 -1.26723 0.99765 -1.30181  -0.0810
C4 0.06400 -0.82154 -0.23311  -0.2235
C5 1.35956 -1.25191 -0.88528  -0.0554
C6 1.17491 -1.42331 0.58436  -0.3399
O1 1.97330 -0.60344 1.38746  -0.0110
H1 -0.29999 0.82760 2.02990  0.0622
H2 -1.03622 2.18442 1.17663  0.0812
H3 -1.91174 0.65354 1.31459  0.0836
H4 0.62512 1.22911 -0.30681  0.1367
H5 -1.47534 2.07323 -1.33228  0.0775
H6 -2.22438 0.48090 -1.15010  0.0808
H7 -0.87203 0.69305 -2.27628  0.0802
H8 -0.78617 -1.48418 -0.40194  0.1422
H9 1.38880 -2.12363 -1.53221  0.1014
H10 2.05160 -0.45696 -1.15419  0.1152
H11 1.02593 -2.43633 0.96433  0.1419
H12 1.42751 -0.28691 2.11739  0.0798

Force components x, y, z for each atom (eV/Å):
0.00 -0.01 0.06
0.05 0.04 -0.01
-0.02 0.03 -0.08
-0.16 0.05 0.03
0.10 -0.06 -0.14
-0.12 -0.23 -0.14
-0.08 0.14 0.21
-0.09 0.03 -0.12
-0.02 -0.18 0.01
0.15 -0.01 -0.04
-0.10 -0.08 0.02
0.04 -0.15 -0.01
0.16 0.06 -0.04
-0.02 0.05 0.12
0.11 0.11 0.07
-0.05 0.12 0.14
-0.16 -0.09 0.00
0.05 0.22 -0.04
0.17 -0.05 -0.05


(5)
The following is a DFT calculation (wB97M-V/def2-TZVPD) of a single C6H12O molecule.

E_LUMO: 0.9 eV
Charge: 0
Orbital gap: 9.98 eV
HOMO energy: -9.062 eV

Last column: Löwdin charge in e.
CARTESIAN COORDINATES (ANGSTROEM)
C1 1.14079 -2.22814 -0.89280  -0.1140
C2 1.62758 -0.83326 -1.30439  -0.2735
C3 0.59021 0.30391 -1.16127  -0.2053
C4 -0.09299 0.33706 0.20050  -0.0908
C5 -0.66262 1.46788 0.60065  -0.1042
C6 -1.71597 1.59048 1.65352  -0.2763
O1 -1.63599 0.54422 2.62303  -0.0829
H1 0.82223 -2.30023 0.14139  0.0583
H2 0.31501 -2.57005 -1.51982  0.0736
H3 1.98730 -2.87441 -1.13416  0.0681
H4 1.94594 -0.83472 -2.35898  0.0995
H5 2.60504 -0.57837 -0.88357  0.1009
H6 1.11547 1.24043 -1.34716  0.1055
H7 -0.17631 0.18745 -1.92527  0.1104
H8 -0.41586 -0.60501 0.62030  0.1013
H9 -0.63606 2.41320 0.06651  0.1102
H10 -1.82371 2.54407 2.18052  0.1103
H11 -2.68657 1.49692 1.12677  0.1190
H12 -2.30350 0.69858 3.31424  0.0900

Force components x, y, z for each atom (eV/Å):
0.63 0.36 -0.90
-0.12 0.45 -0.86
0.97 -0.68 0.95
-0.64 0.90 -1.40
-0.73 0.29 0.72
-1.18 -0.76 0.64
-0.13 -0.02 0.27
0.29 -0.09 0.15
-0.10 0.16 -0.01
-0.21 -0.42 0.51
-0.48 -0.34 -0.06
-0.35 0.00 0.87
-0.22 0.18 -0.01
-0.11 -0.09 -0.11
0.32 0.02 0.45
0.73 -0.13 -0.37
0.75 0.23 -0.27
0.17 0.01 -0.06
0.41 -0.07 -0.52


(6)
The following is a DFT calculation (wB97M-V/def2-TZVPD) of a single C6H12O molecule.

E_LUMO (spin up / spin down): 0.1 / -0.3 eV
Charge: 0
Orbital gap (spin up / spin down): 7.62 / 6.85 eV
HOMO energy (spin up / spin down): -7.524 / -7.144 eV

Last column: Löwdin charge in e.
CARTESIAN COORDINATES (ANGSTROEM)
C1 2.14262 0.31837 -0.37147  -0.0902
C2 1.03871 -0.22264 0.54659  -0.2112
C3 -0.29410 -0.26158 -0.13995  -0.1997
C4 -0.40605 -1.02901 -1.41410  -0.0180
C5 -1.65218 -0.07058 1.76680  0.0454
C6 -1.43677 0.34168 0.45697  -0.3619
O1 -0.66802 1.86817 0.05746  -0.1539
H1 1.85026 1.30780 -0.73462  0.0778
H2 2.32971 -0.33993 -1.22684  0.0681
H3 3.08006 0.40818 0.18549  0.0759
H4 0.96231 0.41556 1.42800  0.1122
H5 1.30059 -1.23993 0.87153  0.1292
H6 0.29753 -0.65416 -2.16501  0.0895
H7 -0.13147 -2.07538 -1.22291  0.1044
H8 -1.41847 -1.00088 -1.82282  0.0879
H9 -0.83396 -0.33302 2.42722  0.0446
H10 -2.65573 -0.11182 2.17753  0.0443
H11 -2.32478 0.37776 -0.17530  0.1261
H12 -1.18028 2.30141 -0.64456  0.0295

Force components x, y, z for each atom (eV/Å):
0.05 0.02 -0.05
-0.09 -0.02 0.06
0.04 -0.45 0.01
-0.03 0.06 -0.03
-0.02 0.11 0.43
0.12 -0.21 -0.55
-0.26 0.36 -0.03
0.08 -0.14 0.04
-0.04 0.11 0.13
-0.15 -0.01 -0.06
0.02 -0.12 -0.10
-0.04 0.10 -0.07
-0.09 -0.02 0.11
0.00 0.14 -0.04
0.14 0.01 0.07
-0.08 0.09 -0.12
0.14 0.03 -0.09
0.15 0.00 0.11
0.06 -0.06 0.17


Number 1: maximum force 2.1 eV/A. Number 2: maximum force 2.3 eV/A. Number 3: maximum force 1.7 eV/A. Number 4: maximum force 0.3 eV/A. Number 5: maximum force 1.8 eV/A. Number 6: maximum force 0.6 eV/A.